A 4-piece molecular cluster, C16H29F3N5O4 overall. Source: the OMol25 dataset; level of theory: ωB97M-V/def2-TZVPD.

Atoms and positions in Å:
F1 3.26 -2.72 -0.51
F2 2.74 -1.17 -1.94
F3 1.31 -2.72 -1.51
O1 -0.72 -1.01 3.62
O2 0.01 2.04 -5.54
O3 2.74 1.88 2.10
O4 2.71 -0.69 1.00
N1 -1.13 -0.43 0.09
N2 1.24 0.31 -4.84
N3 -2.94 -1.40 3.68
N4 2.36 3.73 0.90
N5 -0.78 -1.64 0.41
C1 -2.35 -0.27 -0.36
C2 2.28 -0.70 -4.88
C3 0.94 1.28 -5.75
C4 -1.77 -1.05 4.27
C5 2.29 -1.96 -0.95
C6 -3.22 -1.35 -0.44
C7 1.57 4.73 0.20
C8 0.44 2.38 1.62
C9 1.67 -1.07 0.13
C10 -4.26 -1.49 4.28
C11 -2.84 -2.58 -0.08
C12 1.79 1.35 -6.99
C13 -1.54 -2.72 0.37
C14 -1.81 -0.70 5.73
C15 0.60 -1.80 0.94
C16 1.93 2.63 1.57
H1 0.86 -2.85 0.95
H2 -2.46 0.16 5.90
H3 1.33 -0.16 -0.37
H4 0.59 -1.49 1.99
H5 1.43 2.17 -7.61
H6 1.75 5.71 0.64
H7 2.92 -0.57 -4.02
H8 2.88 -0.63 -5.78
H9 0.51 4.51 0.27
H10 -4.94 -0.81 3.77
H11 0.63 0.32 -4.04
H12 0.26 1.47 2.20
H13 -0.80 -0.44 6.05
H14 -4.23 -1.23 5.33
H15 3.36 3.83 0.90
H16 2.83 1.55 -6.73
H17 -4.22 -1.16 -0.80
H18 -2.65 0.71 -0.66
H19 -1.16 -3.67 0.68
H20 1.72 0.43 -7.56
H21 -0.06 3.21 2.12
H22 2.33 -0.14 1.70
H23 -2.16 -1.55 6.31
H24 -2.85 -1.62 2.70
H25 -4.64 -2.51 4.17
H26 1.86 4.76 -0.85
H27 -3.50 -3.43 -0.11
H28 1.83 -1.69 -4.84
H29 0.04 2.25 0.62

Charge: +1
Lowest unoccupied orbital energy in hartree: -0.1783
HOMO in eV: -11.3
Orbital gap in eV: 6.46

Mulliken atomic charge list, values in e, 8 entries: atom 1 (F): -0.2438, atom 2 (F): -0.2363, atom 3 (F): -0.3025, atom 4 (O): -0.6066, atom 5 (O): -0.6511, atom 6 (O): -0.7073, atom 7 (O): -0.6238, atom 8 (N): -0.7036